One molecule with the formula CH4N4O2 at a distorted geometry, computed with ωB97M-V with the def2-TZVPD basis set.

Atoms and positions in Å:
C -0.3348 -0.0771 0.7893
N 0.1452 0.5769 -0.4216
N 1.3581 -0.0269 -0.4596
N 0.3255 -1.3593 0.5277
N 0.7210 -2.0831 1.4892
O 0.0139 -2.0255 2.4618
O 1.8042 -2.5508 1.4130
H 0.2146 0.3528 1.5479
H -1.3600 0.0063 0.8064
H -0.4316 0.6816 -1.2721
H 1.7342 -0.1711 -1.4325

Output
- Kohn-Sham gap (alpha / beta) (eV) = 8.0 / 8.5
- E_HOMO (alpha / beta) (Eh) = -0.3358 / -0.3407
- ΔE to the lowest compared entry with this formula, charge and spin (eV) = 6.459
- LUMO (alpha / beta) (hartree) = -0.0418 / -0.0294
- 2S+1 = 1
- E (Ha) = -409.711419